Entry 1:
31
Properties=species:S:1:pos:R:3 method="wB97M-V/def2-TZVPD" orbital_gap_ev=3.73 homo_energy_ev=-11.03 e_tot_ev=-16189.9958 largest_force_ha_per_bohr=0.0856 charge=+2 lumo_ha=-0.2681
O -1.630 -1.790 -3.582
O 0.939 -4.197 -5.906
O -3.092 -5.472 -1.817
O 1.179 2.627 2.941
O -5.104 -0.725 -6.312
N 3.361 3.760 3.557
C 2.069 2.009 3.782
C 0.552 1.814 2.041
C 1.940 3.798 5.504
C 2.814 3.017 4.599
H -0.926 -1.485 -2.977
H -4.405 -0.894 -5.677
H 1.246 1.284 1.389
H -0.151 1.031 2.326
H 1.091 4.158 4.922
H -2.658 -6.136 -2.357
H 2.383 4.644 6.030
H -2.766 -4.627 -2.135
H 0.251 -3.708 -5.450
H -5.006 -1.308 -7.069
H 0.088 2.604 1.450
H 4.027 3.264 2.982
H 3.624 2.440 5.046
H 2.795 1.341 3.320
H 1.492 1.352 4.433
H 1.613 3.127 6.298
H 0.976 -4.044 -6.853
H -4.047 -5.441 -1.915
H -5.914 -0.988 -5.870
H 2.543 3.648 2.976
H 0.718 -5.102 -5.675

=====

Entry 2:
78
Properties=species:S:1:pos:R:3 method="wB97M-V/def2-TZVPD" orbital_gap_ev="6.19 / 5.82" homo_energy_ev="-4.07 / -4.13" spin_multiplicity=3 e_tot_ev=-78873.8850 largest_force_ha_per_bohr=0.0390 charge=-1 lumo_ha="0.0778 / 0.0622"
Pt -0.671 0.731 -1.130
S -1.267 -1.462 -2.160
S 3.578 2.507 -1.258
F -7.025 -1.841 -0.935
F -5.872 0.608 -1.413
F -5.466 -4.096 -1.048
F -2.826 -3.914 -1.556
F -3.257 0.788 -2.028
O -1.271 0.633 1.074
N 1.505 1.024 -1.678
C -5.123 -0.508 -1.458
C -1.150 0.759 2.338
C 4.228 -4.114 -2.705
C 1.899 0.335 1.712
C 0.822 3.280 -1.527
C -2.264 3.575 1.651
C -3.043 2.474 2.373
C 4.794 -1.386 -1.357
C 1.846 2.280 -1.517
C 3.792 0.775 -1.379
C 1.988 -4.002 -1.624
C -3.924 1.715 1.381
C -1.980 1.623 4.459
C 4.023 -4.053 -0.202
C -0.503 2.773 -1.467
C -4.911 -2.888 -1.264
C 0.000 5.532 -1.636
C 3.553 -2.015 -1.532
C 0.968 -0.686 2.372
C 2.545 0.160 -1.588
C -0.141 0.059 3.076
C -0.117 0.132 4.452
C 3.442 -3.533 -1.524
C -2.932 -1.550 -1.784
C 2.434 -1.223 -1.680
C 0.474 -1.687 1.332
C 1.062 4.655 -1.609
C 4.928 -0.009 -1.286
C -5.708 -1.747 -1.216
C -3.779 -0.426 -1.757
C -1.542 3.681 -1.610
C -2.055 1.583 3.085
C -3.560 -2.786 -1.533
C -1.302 5.046 -1.659
C -1.040 0.884 5.160
H 2.309 1.025 2.449
H 1.320 0.907 0.984
H -3.692 2.935 3.132
H 5.689 -1.985 -1.270
H -1.005 0.919 6.240
H 1.311 -2.292 0.988
H -0.295 -2.337 1.746
H 2.719 -0.168 1.200
H 1.536 -1.241 3.135
H 1.393 -3.608 -0.805
H 5.265 -3.790 -2.690
H 0.182 6.598 -1.665
H 1.452 -1.626 -1.860
H -1.574 3.122 0.942
H 5.896 0.444 -1.140
H 1.948 -5.089 -1.573
H -2.942 4.228 1.104
H 5.081 -3.823 -0.114
H -2.560 3.319 -1.646
H 2.083 5.015 -1.655
H 3.783 -3.793 -3.644
H 4.208 -5.201 -2.669
H -3.297 1.306 0.594
H 1.534 -3.691 -2.562
H -4.655 2.387 0.935
H 0.649 -0.414 4.991
H 3.900 -5.131 -0.133
H 0.053 -1.163 0.473
H -2.675 2.252 5.003
H -2.131 5.740 -1.704
H 3.502 -3.596 0.636
H -1.689 4.169 2.361
H -4.448 0.896 1.874

=====

Entry 3:
18
Properties=species:S:1:pos:R:3 method="wB97M-V/def2-TZVPD" orbital_gap_ev=8.04 homo_energy_ev=-7.42 e_tot_ev=-8899.0896 smiles="C=C/C(C)=C/N.O" largest_force_ha_per_bohr=0.0482 lumo_ha=0.0229
O -0.912 2.792 -3.402
N 1.664 0.978 1.217
C -1.074 -1.490 0.546
C 0.315 -0.897 0.505
C -2.116 -1.021 1.233
C 0.536 0.135 1.342
C 1.388 -1.578 -0.302
H 1.906 -0.917 -1.000
H -1.102 3.721 -3.311
H 2.163 0.732 0.387
H 0.021 2.762 -3.115
H 2.117 -1.871 0.463
H -1.362 -2.225 -0.197
H -2.161 -0.226 1.966
H 1.030 -2.481 -0.786
H -3.133 -1.288 0.950
H 1.415 1.914 1.458
H -0.095 0.226 2.212

=====

Entry 4:
19
Properties=species:S:1:pos:R:3 method="wB97M-V/def2-TZVPD" orbital_gap_ev=7.73 homo_energy_ev=-7.84 e_tot_ev=-15029.0706 smiles="Nc1cc2ccccc2oc1=O" largest_force_ha_per_bohr=0.1272 lumo_ha=-0.0040
O 3.273 -0.954 0.517
O 1.498 0.396 0.820
N 1.956 -2.494 -1.442
C -0.207 -1.425 -0.634
C 1.260 -1.470 -0.811
C -2.070 0.548 -0.242
C -0.718 -0.042 -0.164
C -1.406 2.530 0.974
C 2.155 -0.665 0.131
C 0.237 0.759 0.549
C -2.395 1.656 0.395
C -0.133 1.930 1.235
H -2.792 -0.218 -0.706
H 0.914 2.343 1.573
H -0.834 -2.227 -1.010
H -1.836 3.416 1.585
H 1.620 -3.419 -1.848
H 3.010 -2.616 -1.448
H -3.532 1.953 0.526

=====

Entry 5:
20
Properties=species:S:1:pos:R:3 method="wB97M-V/def2-TZVPD" orbital_gap_ev="8.40 / 8.40" homo_energy_ev="-8.23 / -8.23" e_tot_ev=-25963.0491 largest_force_ha_per_bohr=0.0695 lumo_ha="0.0062 / 0.0062"
Cl 4.362 1.836 1.879
O 1.977 4.472 -0.363
O -0.277 4.897 -0.259
N 1.779 1.917 1.563
N 1.658 -0.524 0.557
C 0.482 0.021 1.143
C 0.840 4.707 -0.290
C 0.610 1.521 1.478
C -0.781 -0.380 0.207
C -0.537 -0.270 -1.350
C 2.886 2.158 1.027
H -0.982 -1.396 0.485
H -1.391 -0.592 -2.005
H -0.295 2.210 1.604
H 1.602 -0.225 -0.380
H 0.318 -0.818 -1.662
H 0.354 -0.460 2.161
H -0.392 0.811 -1.586
H -1.619 0.199 0.590
H 2.537 -0.341 1.007

=====

Entry 6:
56
Properties=species:S:1:pos:R:3 method="wB97M-V/def2-TZVPD" orbital_gap_ev="4.91 / 5.79" homo_energy_ev="-2.21 / -3.09" spin_multiplicity=3 e_tot_ev=-31896.6283 largest_force_ha_per_bohr=0.0568 charge=-1 lumo_ha="0.0991 / 0.0991"
Pd 1.002 -1.748 0.495
O -1.784 -2.409 -0.115
O -2.873 1.586 0.308
O -0.026 2.647 -0.825
C -0.368 4.429 0.783
C 1.979 -1.789 -1.510
C 1.568 -3.012 2.796
C 0.336 -2.332 2.867
C -1.157 0.185 -0.666
C 0.566 -0.943 2.557
C -2.366 0.109 -1.588
C 1.644 -3.996 -0.887
C 2.994 -2.158 -0.547
C 1.118 -2.933 -1.676
C 2.761 -3.507 -0.164
C -3.462 0.910 -0.848
C 1.984 -0.793 2.277
C -0.811 -4.268 0.910
C 1.464 4.651 -0.976
C -0.931 4.473 -1.741
C -0.967 2.963 -1.917
C 2.577 -2.096 2.407
C 0.086 4.101 -0.623
C -0.775 -2.899 0.362
C -1.754 0.709 0.651
H -2.646 -0.941 -1.677
H 0.181 -4.680 1.108
H 3.826 -1.526 -0.241
H -1.293 3.863 0.987
H -0.388 0.835 -1.098
H -0.669 -0.782 -0.547
H -1.386 -4.225 1.851
H 2.500 0.144 2.079
H 3.363 -4.096 0.517
H -2.154 -0.166 1.239
H -1.053 1.289 1.262
H 0.286 -2.999 -2.366
H -0.467 4.993 -2.582
H 0.431 4.121 1.471
H -2.124 0.487 -2.579
H -1.341 -4.881 0.163
H -3.958 1.643 -1.509
H -0.159 -0.148 2.627
H -0.554 5.505 0.893
H -4.195 0.152 -0.491
H -0.543 2.604 -2.872
H 1.754 4.372 -2.000
H 3.636 -2.326 2.341
H -0.613 -2.714 3.235
H -1.857 4.956 -1.405
H -1.946 2.539 -1.698
H 2.205 4.272 -0.270
H 1.718 -4.057 3.065
H 1.286 -5.018 -0.871
H 1.447 5.752 -0.923
H 1.910 -0.845 -2.042

=====

Entry 7:
15
Properties=species:S:1:pos:R:3 method="wB97M-V/def2-TZVPD" orbital_gap_ev=9.76 homo_energy_ev=-13.92 e_tot_ev=-8842.6238 smiles="C=C=C(C)/[NH+]=C/O" largest_force_ha_per_bohr=0.1034 charge=+1 lumo_ha=-0.1526
O 3.101 0.744 0.059
N 0.864 0.580 -0.094
C -0.506 -0.050 -0.081
C -0.449 -1.549 -0.013
C 2.001 0.040 0.062
C -2.708 1.304 0.047
C -1.596 0.652 -0.016
H -3.108 1.436 -0.872
H -1.431 -1.977 0.084
H -3.235 1.795 0.960
H 1.044 1.641 0.109
H 3.859 0.286 -0.082
H 2.098 -1.021 0.053
H -0.190 -1.821 -0.982
H 0.254 -2.061 0.767

=====

Entry 8:
12
Properties=species:S:1:pos:R:3 method="wB97M-V/def2-TZVPD" orbital_gap_ev=8.62 homo_energy_ev=-8.84 e_tot_ev=-8797.4815 largest_force_ha_per_bohr=0.0196 lumo_ha=-0.0079
O 0.099 -2.354 -0.036
N 1.485 0.092 -1.257
C 0.338 0.555 -0.894
C 1.600 0.766 -0.010
C -0.688 -1.555 0.305
C -2.150 0.354 0.710
C -1.683 -0.883 0.843
H -1.620 1.060 0.065
H 1.729 0.170 0.892
H 1.869 -0.650 -1.823
H -3.049 0.702 1.213
H 2.071 1.743 -0.008

=====

Entry 9:
156
Properties=species:S:1:pos:R:3 method="wB97M-V/def2-TZVPD" orbital_gap_ev="8.82 / 2.85" homo_energy_ev="-11.54 / -11.54" spin_multiplicity=2 e_tot_ev=-100260.7217 largest_force_ha_per_bohr=0.1161 charge=+1 lumo_ha="-0.1003 / -0.3197"
O 5.166 5.510 0.228
O -0.276 2.420 3.924
O 0.656 -6.551 -4.641
O 6.505 -2.758 -2.002
O -1.271 4.044 -0.539
O -8.216 1.005 4.147
O 0.126 -1.647 5.668
O -6.414 0.850 2.835
O 1.445 -4.467 -4.040
O 0.818 -3.141 7.142
O 1.876 2.869 4.698
O -0.891 -1.800 7.635
O -4.811 -3.494 -1.133
O 3.070 0.070 -2.851
O -2.706 0.797 -3.938
O 3.470 4.844 1.442
O -7.421 2.739 2.896
O 1.302 -5.496 4.059
O -0.713 -4.696 -4.714
O 0.463 4.479 3.950
O -0.477 -4.387 3.566
O 0.352 -1.012 1.019
O -0.582 -6.192 5.019
O 3.232 6.636 0.140
C 0.096 -2.219 6.873
C -1.820 -1.081 6.867
C -0.831 -0.183 1.000
C -0.874 4.681 3.644
C 6.514 -2.613 -0.637
C -1.047 5.679 2.559
C 2.625 0.632 -5.027
C 0.381 4.491 -2.071
C 4.014 -0.045 -4.852
C -1.864 5.101 -1.283
C -0.893 -0.675 5.757
C -4.041 -4.065 0.903
C -7.441 1.491 3.327
C -3.712 -5.297 0.061
C -6.208 3.055 2.250
C 1.164 -0.552 -0.076
C 3.886 5.714 0.565
C 2.460 1.094 -3.673
C -4.024 -2.873 -0.101
C 5.132 -3.103 -0.174
C -1.546 -3.051 -3.365
C -4.531 -4.928 -1.163
C 0.570 -3.583 3.157
C 0.771 3.219 4.255
C -1.922 2.799 -4.675
C 5.533 -3.805 -2.345
C 0.880 -3.184 -3.977
C -5.395 1.749 2.418
C 2.767 -4.650 2.376
C 0.487 -5.316 -4.469
C -0.699 5.593 -2.219
C 4.413 3.892 1.719
C -2.070 0.512 -5.194
C 5.645 4.376 0.925
C -4.859 1.293 1.018
C 1.744 -4.308 3.502
C -2.504 2.129 -3.461
C 4.333 -3.689 -1.347
C -1.577 -0.484 4.368
C 4.106 -0.658 -3.458
C -1.114 0.084 -0.412
C -1.091 1.699 -5.359
C 0.080 -0.476 -1.126
C 0.173 4.121 -0.613
C 3.994 2.503 1.183
C -0.576 -3.382 -4.435
C 0.010 -5.358 4.352
C -1.108 3.257 3.180
H 0.028 -1.511 -1.464
H 7.299 -3.210 -0.173
H 0.223 0.206 -1.964
H -0.903 6.676 2.974
H 3.499 -3.038 -1.610
H -0.663 0.673 1.653
H -2.588 -3.370 -3.351
H 5.213 -3.658 -3.376
H -1.460 -0.390 -5.140
H -0.984 5.567 -3.271
H -4.619 1.686 3.180
H 4.579 -2.349 0.386
H 2.914 2.054 -3.427
H -5.664 3.794 2.837
H -0.890 -0.250 3.555
H -5.638 1.479 0.277
H 0.607 -2.521 3.398
H 2.811 -4.062 1.459
H 1.059 -2.880 -2.946
H 2.045 -3.809 4.423
H -1.839 2.385 -2.637
H 3.796 -4.824 2.690
H 1.417 -2.386 -4.489
H -0.962 1.936 -6.415
H -0.354 6.607 -2.020
H -4.975 -4.160 1.455
H -1.172 1.153 -0.616
H 4.219 -0.890 -5.510
H 6.088 3.654 0.239
H -2.790 -1.481 6.572
H -3.161 -2.522 -0.668
H 6.694 -1.567 -0.391
H 5.099 -0.543 -3.024
H -2.200 0.395 4.533
H -4.111 -6.077 0.709
H 3.071 2.140 1.635
H 2.391 -5.586 1.963
H -2.235 5.851 -0.584
H -1.596 -0.728 1.555
H -0.677 -2.716 -5.293
H -0.163 1.479 -4.831
H 0.435 3.083 -0.409
H -2.691 3.058 -5.403
H 4.019 -1.736 -3.328
H -2.086 2.955 3.555
H 2.592 1.430 -5.770
H 1.374 4.858 -2.328
H 5.367 -3.945 0.478
H 1.811 -0.082 -5.152
H -4.516 0.266 0.895
H 5.964 -4.797 -2.209
H -4.436 -1.929 0.256
H 4.655 3.819 2.779
H 1.406 1.199 -3.416
H 3.879 2.630 0.107
H 0.246 3.651 -2.752
H -2.625 -5.384 0.066
H -4.043 1.919 0.658
H -1.370 4.933 4.582
H -4.099 -5.034 -2.158
H 4.624 1.685 1.533
H 1.707 0.386 0.038
H -0.407 0.289 5.905
H -0.262 5.706 1.804
H 4.773 0.711 -5.051
H 0.468 -3.682 2.076
H -3.299 -3.971 1.696
H -2.041 -0.441 -0.646
H -1.673 -1.970 -3.312
H -5.573 -5.238 -1.243
H 1.990 -1.217 -0.327
H -3.332 2.795 -3.219
H -6.543 3.293 1.240
H -2.087 -1.400 4.069
H -1.246 3.636 -4.501
H 3.853 -4.659 -1.220
H -2.005 5.701 2.040
H -1.104 -3.430 -2.443
H -2.104 -0.193 7.433
H -2.734 4.763 -1.845
H 0.708 4.546 0.237
H -2.863 0.461 -5.941
H -1.266 3.068 2.118
H 6.399 4.850 1.554

=====

Entry 10:
13
Properties=species:S:1:pos:R:3 method="wB97M-V/def2-TZVPD" orbital_gap_ev=11.19 homo_energy_ev=-14.90 e_tot_ev=-8970.5891 largest_force_ha_per_bohr=0.0139 charge=+1 lumo_ha=-0.1361
Rb 1.266 0.043 -0.203
O -2.018 0.617 -1.620
O 0.335 -1.097 -2.726
O -1.102 -0.023 1.541
O 2.029 0.552 2.558
H 2.787 -0.027 2.472
H -2.602 1.376 -1.609
H 0.416 -1.941 -3.171
H -0.242 -0.582 -3.290
H 2.348 1.291 3.075
H -0.970 -0.955 1.367
H -1.621 0.608 -0.749
H -0.625 0.139 2.355